Entry 1:
Formula: C2HCl2NS
Source: the Open Molecules 2025 dataset
Level of theory: the ωB97M-V functional and the def2-TZVPD basis

```
7
Properties=species:S:1:pos:R:3:forces:R:3
C 2.6009 -1.7997 -0.9158 -0.025 0.555 -0.371
C 0.4941 0.4877 -0.4133 2.530 0.554 2.373
N 2.9029 -1.6569 -2.0195 0.510 -0.402 -0.995
S 1.9862 -1.5564 0.5721 -1.266 0.825 0.589
Cl 1.6258 1.3852 -1.3149 -0.777 -0.656 0.135
Cl 0.1801 1.1634 1.1953 -0.335 -0.646 -1.642
H -0.1716 -0.1687 -0.9192 -0.637 -0.231 -0.089
```
Positions in Å, forces in eV/Å.

Calculated values
Energy relative to the best compared isomer or geometry (same formula, charge and spin) = 48.1 kcal per mole
HOMO (spin up / spin down) = -9.3686 / -9.6113 eV
Kohn-Sham gap (spin up / spin down) = 6.714 / 7.733 eV


Entry 2:
Formula: C36H35F3N6SSc
Source: the Open Molecules 2025 dataset
Level of theory: the ωB97M-V functional and the def2-TZVPD basis

```
82
Properties=species:S:1:pos:R:3:forces:R:3
Sc 0.9670 -1.4169 1.6013 -0.884 -0.676 -0.605
C -5.6566 0.2520 -0.7261 0.092 -0.785 -0.386
C -4.3229 0.0999 -0.0396 -0.136 -0.919 0.535
C -3.5764 1.2547 0.2017 -0.470 0.041 -0.887
C -2.3413 1.1562 0.7644 0.442 -0.439 0.484
C -1.8132 -0.0981 1.2275 -0.755 0.201 -0.963
N -0.6980 -0.1034 2.0035 3.001 -2.170 0.002
C -0.3859 0.9926 2.8023 -0.049 0.751 -0.121
C -1.2085 1.3066 3.8716 0.352 1.319 1.383
C -1.0312 2.5043 4.6080 0.189 -0.430 -1.067
C -0.0933 3.4851 4.2114 -0.192 -1.263 -1.332
C -0.1366 4.8887 4.7028 -0.010 0.779 -0.853
C 0.7906 3.1357 3.1764 -0.963 -1.555 0.920
C 0.6780 1.8557 2.5559 0.054 1.370 0.324
N 1.6342 1.6113 1.5495 1.908 -0.719 -1.654
C 2.4476 2.5638 1.0293 -1.374 0.861 -0.684
C 3.2706 2.0325 0.0786 0.847 -1.875 -0.170
C 3.0388 0.6156 0.1352 -1.441 2.128 2.217
N 2.0207 0.3630 1.0298 0.764 1.959 -0.201
C -2.4478 -1.2909 0.8033 -2.431 2.193 0.196
C -3.7771 -1.1365 0.3123 0.156 0.003 -0.701
N -2.0060 -2.6096 0.9376 1.384 -2.281 0.298
C -2.6893 -3.7415 0.6393 0.982 -1.466 0.008
C -1.7583 -4.8345 0.4578 -1.314 1.654 -0.003
C -0.5298 -4.2229 0.6795 -0.400 0.749 0.440
N -0.6688 -2.9197 1.0270 0.190 0.340 -0.684
H -6.3072 -0.6327 -0.6351 0.348 0.221 0.088
H -5.4654 0.3793 -1.8152 -0.354 0.259 0.664
H -6.1897 1.0905 -0.2871 -0.096 0.188 -0.330
H -4.0135 2.1960 -0.1721 0.572 -0.348 0.385
H -1.7222 2.0491 0.8441 -0.103 -0.247 0.380
H -1.9517 0.5569 4.1030 -0.290 0.268 0.233
H -1.6578 2.7656 5.4409 -0.391 -0.216 0.168
H -1.1629 5.2651 4.8049 0.227 -0.332 0.343
H 0.2909 5.5325 3.9087 0.039 -0.221 0.566
H 0.4310 5.0262 5.6086 0.054 0.186 0.418
H 1.5824 3.7989 2.8738 -0.109 0.153 0.268
H 2.2345 3.6259 1.2203 0.429 -0.893 -0.156
H 4.0252 2.5497 -0.5249 -0.523 -0.316 0.404
H 3.6272 -0.2104 -0.1665 0.136 -0.550 -0.852
H -4.3694 -2.0528 0.1438 0.310 0.863 -0.162
H -3.7729 -3.7361 0.6321 0.401 -0.180 -0.205
H -1.9558 -5.8692 0.1153 0.050 1.047 0.510
H 0.4685 -4.6160 0.5949 0.028 -0.121 0.089
C 1.3095 3.6518 -3.1609 0.605 -0.001 -1.605
C -0.0176 3.3289 -3.8443 -0.382 0.291 -0.854
C -0.2548 4.2795 -5.0344 0.525 0.034 -0.543
C -0.1995 1.8965 -4.3738 0.720 -0.036 0.872
C 0.8023 0.9020 -4.3417 -0.526 1.709 0.488
C 0.4102 -0.4114 -4.4164 -0.285 -1.756 -0.447
C -0.9275 -0.8142 -4.4942 0.073 1.444 0.461
C -1.3824 -2.2231 -4.2036 -1.231 -0.187 -1.071
C -1.8896 0.2281 -4.6796 -0.262 -3.370 0.383
C -1.5137 1.5266 -4.6955 0.409 0.783 -0.116
H 1.2050 4.5386 -2.5546 -0.084 0.115 0.460
H 2.1033 3.9314 -3.9203 -0.739 -0.607 0.724
H 1.6280 2.7842 -2.5982 0.325 0.055 0.436
H -0.8159 3.5084 -3.0850 0.367 -0.276 -0.528
H 0.5486 4.0327 -5.8283 -1.359 0.626 1.099
H -0.1633 5.3349 -4.6919 -0.032 -0.585 -0.476
H -1.2749 4.1177 -5.4598 0.912 0.277 0.147
H 1.8583 1.1611 -4.1433 -0.733 -0.150 -0.202
H 1.1632 -1.1970 -4.4187 0.027 0.087 0.220
H -0.5848 -2.9962 -4.2732 -0.596 0.624 0.155
H -2.2167 -2.4618 -4.9385 1.096 -0.078 0.700
H -1.9093 -2.2404 -3.2280 0.604 -0.160 -0.248
H -2.9400 -0.1570 -4.6798 0.760 0.929 -0.428
H -2.2342 2.2826 -4.9687 -0.193 0.213 0.494
F 4.7917 -6.4847 1.4054 -0.006 1.392 -0.264
C 4.9254 -5.1401 1.1122 1.823 -0.780 -0.033
F 6.2851 -4.8538 1.3436 -1.923 -0.230 0.043
F 4.7674 -5.0001 -0.1984 -0.489 0.162 0.541
C 4.0438 -4.3191 2.0419 -0.788 -0.226 0.904
C 4.1851 -4.6738 3.4137 -0.584 1.004 -1.391
C 3.4412 -4.0258 4.4008 -0.597 0.735 -0.621
C 2.5134 -3.0454 3.9961 1.927 -0.720 -0.456
N 2.4342 -2.6968 2.7048 -1.386 0.050 0.111
C 3.0550 -3.3371 1.6945 1.611 -0.449 -0.459
S 2.6169 -2.7716 0.0648 -0.084 -0.160 1.072
H 4.8806 -5.4595 3.6603 0.157 0.008 0.159
H 3.6513 -4.2314 5.4313 -0.309 -0.135 0.342
H 1.9067 -2.4276 4.6315 -0.026 -0.165 0.619
```
Positions in Å, forces in eV/Å.

Calculated values
Energy relative to the best compared isomer or geometry (same formula, charge and spin) = 0.0 kcal per mole
Total charge = +1
HOMO = -10.0771 eV
Kohn-Sham gap = 6.821 eV


Entry 3:
Formula: C39H44N3O5S4TeZn
Source: the Open Molecules 2025 dataset
Level of theory: the ωB97M-V functional and the def2-TZVPD basis

```
97
Properties=species:S:1:pos:R:3:forces:R:3
Zn -0.3700 0.3449 1.1604 1.103 0.154 0.594
S 3.3094 0.7280 3.8562 0.719 0.073 0.459
C 2.0050 0.5207 2.8558 -0.123 -0.033 0.345
S 2.0668 0.9735 1.1911 -0.147 0.219 -0.637
S 0.5300 -0.1143 3.4416 -0.469 0.026 -0.368
C -4.2466 4.9892 0.8314 -0.034 -0.012 0.223
N -3.7706 3.8863 0.0034 0.195 0.141 -0.442
N -2.4653 3.4696 0.3763 -0.548 -0.255 -0.149
C -2.4124 1.9924 0.5817 -1.021 0.815 -0.668
O -1.4757 1.3865 -0.0720 0.374 -0.466 -0.039
C -3.8429 1.6296 0.2600 0.134 0.502 0.002
C -4.5556 2.7213 -0.0035 0.068 -0.500 -0.136
C -6.0050 2.8409 -0.3457 0.209 0.045 0.141
C -1.3955 4.2131 -0.0844 0.262 0.157 -0.249
C -1.5471 5.2054 -1.0521 -0.084 -0.137 0.044
C -0.4757 5.9829 -1.4576 0.138 0.197 -0.187
C 0.7827 5.7687 -0.9300 0.052 -0.032 -0.030
C 0.9574 4.7804 0.0272 0.022 0.046 -0.049
C -0.1142 4.0261 0.4790 -0.007 0.079 0.048
H -3.5045 5.7848 0.7879 -0.037 0.085 -0.034
H -4.3906 4.6868 1.8742 -0.032 0.066 -0.051
H -5.1845 5.3579 0.4170 -0.015 0.045 -0.047
H -4.1492 0.6048 0.2255 -0.197 -0.259 -0.032
H -6.4180 1.8583 -0.5602 -0.010 -0.038 0.027
H -6.1339 3.4795 -1.2189 -0.062 0.054 -0.068
H -6.5582 3.2769 0.4877 -0.089 0.023 -0.002
H -2.5175 5.3465 -1.5057 -0.087 -0.030 0.067
H -0.6209 6.7503 -2.2078 -0.056 0.017 -0.024
H 1.6261 6.3680 -1.2469 0.031 0.001 -0.033
H 1.9352 4.5967 0.4539 0.014 -0.039 0.081
H 0.9528 2.7945 1.5207 -0.060 -0.276 -0.026
C 1.3702 1.5601 7.3920 0.005 -0.080 -0.097
C 0.4091 1.9856 6.3248 0.011 0.144 0.074
C 0.7466 3.0015 5.4413 -0.073 -0.074 0.107
C -0.1128 3.3499 4.4159 -0.041 0.048 -0.047
C -1.3060 2.6695 4.2603 -0.045 0.126 -0.450
C -1.6717 1.6773 5.1473 -0.156 -0.046 0.030
C -0.8155 1.3433 6.1799 -0.115 0.136 -0.022
S -2.3433 3.1691 2.8681 0.580 -0.118 1.740
O -3.7041 3.2260 3.4339 -0.497 -0.084 -0.047
O -2.2128 1.7723 2.0436 -0.071 0.137 0.546
O 0.0344 3.1533 1.5005 0.094 0.399 -0.199
H 2.1687 2.2909 7.5013 0.062 0.012 0.077
H 1.8242 0.6133 7.1002 0.092 -0.073 0.002
H 0.8659 1.4262 8.3489 0.001 -0.009 0.097
H 1.6993 3.5024 5.5419 0.085 0.010 -0.008
H 0.1500 4.1274 3.7134 0.046 0.032 -0.033
H -2.6083 1.1604 4.9974 -0.107 -0.062 0.049
H -1.0856 0.5538 6.8683 -0.007 -0.110 0.039
C -2.2839 -2.2262 1.7593 0.164 -0.092 -0.147
C -1.0404 -2.4840 0.9136 -0.246 -0.454 -0.031
O -0.7128 -3.6687 0.6698 -0.301 -0.971 0.242
N -0.3649 -1.4642 0.4828 0.430 -0.046 -0.581
Te 1.4490 -2.2068 -0.4425 0.065 0.344 -0.437
C 2.9602 -3.6625 -1.4822 -0.159 -0.221 0.300
C 3.1787 -4.9659 -1.0424 -0.152 0.045 0.080
C 2.2613 -5.6209 -0.0506 -0.032 0.121 0.053
C 4.2544 -5.7072 -1.5270 0.096 0.045 -0.072
C 5.1457 -5.1691 -2.4353 0.024 -0.071 -0.023
C 6.3350 -5.9474 -2.9277 -0.070 0.071 0.018
C 4.9274 -3.8692 -2.8718 -0.019 -0.099 0.038
C 3.8540 -3.1212 -2.4097 0.036 0.148 -0.127
C 3.6777 -1.7194 -2.9084 0.053 0.062 -0.020
C 0.3955 -2.0714 -2.3052 0.024 0.080 0.131
C -0.1447 -3.1986 -2.9236 0.046 -0.145 0.074
C -0.0164 -4.5581 -2.3220 -0.013 -0.112 0.042
C -0.8373 -3.0602 -4.1184 -0.085 0.063 -0.171
C -1.0233 -1.8247 -4.7132 -0.013 -0.020 -0.049
C -1.7665 -1.6885 -6.0152 0.063 0.013 0.142
C -0.5097 -0.7111 -4.0727 0.011 -0.060 -0.021
C 0.1959 -0.8115 -2.8778 0.061 -0.034 -0.093
C 0.7019 0.4430 -2.2504 0.076 0.138 0.195
H -2.8970 -3.1253 1.7982 0.014 0.023 0.001
H -2.8534 -1.3976 1.3470 -0.102 0.129 0.027
H -1.9626 -1.9598 2.7658 0.002 0.056 0.088
H 1.5087 -4.9117 0.2919 -0.102 -0.190 0.119
H 2.8299 -5.9837 0.8054 -0.020 -0.041 0.118
H 1.7571 -6.4757 -0.5047 -0.085 -0.046 0.021
H 4.3977 -6.7225 -1.1731 0.026 -0.091 0.041
H 6.3357 -6.9557 -2.5168 0.038 -0.065 0.000
H 7.2593 -5.4519 -2.6268 0.095 -0.045 -0.024
H 6.3323 -6.0168 -4.0166 0.049 -0.034 -0.044
H 5.6202 -3.4273 -3.5786 0.051 0.081 -0.089
H 4.4740 -1.4487 -3.5998 0.062 0.064 -0.044
H 3.6867 -1.0277 -2.0662 -0.013 0.176 -0.033
H 2.7200 -1.6131 -3.4148 -0.043 0.098 -0.049
H -0.3033 -4.5091 -1.2739 -0.037 -0.155 0.115
H 1.0151 -4.8957 -2.3741 0.046 -0.125 -0.041
H -0.6496 -5.2729 -2.8438 -0.077 -0.081 -0.049
H -1.2541 -3.9429 -4.5911 0.006 -0.072 -0.005
H -2.0820 -2.6643 -6.3823 -0.037 -0.013 -0.058
H -1.1343 -1.2198 -6.7713 -0.035 0.009 -0.062
H -2.6501 -1.0640 -5.8813 -0.073 0.028 -0.082
H -0.6637 0.2676 -4.5094 0.025 0.137 -0.020
H 0.9628 1.1831 -3.0068 0.024 0.045 -0.021
H 1.5694 0.2474 -1.6184 0.039 0.151 -0.072
H -0.0714 0.8687 -1.6102 -0.017 0.101 0.003
```
Positions in Å, forces in eV/Å.

Calculated values
Total charge = -2
Spin multiplicity = 2
HOMO (spin up / spin down) = -1.5917 / -1.6438 eV
Kohn-Sham gap (spin up / spin down) = 5.556 / 5.590 eV


Entry 4:
Formula: CHN3O2S
Source: the Open Molecules 2025 dataset
Level of theory: the ωB97M-V functional and the def2-TZVPD basis

```
8
Properties=species:S:1:pos:R:3:forces:R:3
C -2.0975 1.0515 0.0261 0.172 -0.448 -0.058
N -2.4187 2.1497 -0.0270 -0.325 0.580 0.030
N 0.0444 -0.0888 -0.0473 -0.036 1.166 -0.011
N 0.9738 -0.9167 -0.0201 -0.631 1.048 0.051
O 2.1712 -0.2364 -0.0387 0.858 -0.408 0.021
O 0.9800 -2.1126 0.0216 0.240 -0.713 0.023
S -1.5615 -0.5514 0.0597 -0.266 -0.808 0.021
H 1.9083 0.7049 0.0256 -0.012 -0.417 -0.078
```
Positions in Å, forces in eV/Å.

Calculated values
Energy relative to the best compared isomer or geometry (same formula, charge and spin) = 101.9 kcal per mole
HOMO = -9.8917 eV
Kohn-Sham gap = 9.913 eV